1.
A cluster of 2 separate species, C4H6BrP in total. Source: OMol25; level of theory: the ωB97M-V functional and the def2-TZVPD basis.

The calculation puts the gap between HOMO and LUMO (alpha / beta) at 6.587 / 4.598 eV. The energy relative to the best compared isomer or geometry (same formula, charge and spin) is 61.7 kcal per mole. The value obtained for the total energy is -3071.26586 hartree. The value obtained for the lowest unoccupied orbital energy (alpha / beta) is -2.214 / -3.101 eV. The HOMO energy (alpha / beta) comes out at -8.800 / -7.699 eV. Its net charge is 0.

Structure (XYZ):
```
12
Properties=species:S:1:pos:R:3:forces:R:3
Br -0.029656 2.566800 2.589497 0.1 -0.5 -0.7
P 0.911403 -1.910896 -0.213191 0.2 1.4 -0.8
C 1.183568 -0.515563 -1.259635 -2.7 -1.1 3.1
C -0.581164 0.377819 0.139647 0.5 -0.1 -0.5
C -0.523591 -1.083537 0.539544 -1.0 -1.5 1.6
C 0.320133 0.527311 -0.989830 -0.5 1.8 0.3
H -0.553690 -1.394008 1.674478 -0.3 0.9 -2.2
H -1.384611 -1.650632 -0.023300 1.1 0.9 1.2
H 0.001674 1.212769 0.806903 -0.7 -0.6 0.8
H 1.885568 -0.527044 -1.970421 2.6 0.3 -2.6
H 0.362424 1.589893 -1.363240 0.2 -1.4 -0.3
H -1.592057 0.807089 0.069548 0.5 0.0 0.0
```
Positions in Å, forces in eV/Å.

For reference, the Mulliken charges in units of e are: Br -0.52; P 0.08; C -0.51; C 0.22; C -0.59; C -0.23; H 0.37; H 0.29; H -0.38; H 0.48; H 0.34; H 0.45

2.
A structure of composition C60H65CsF3N14O5P2STe2. Source: OMol25; level of theory: the ωB97M-V functional and the def2-TZVPD basis.

The calculation puts the gap between HOMO and LUMO at 5.922 eV. The value obtained for the total energy is -5405.12145 hartree. The value obtained for the lowest unoccupied orbital energy is 1.670 eV. The HOMO energy comes out at -4.252 eV. Its net charge is -1.

Structure (XYZ):
```
153
Properties=species:S:1:pos:R:3:forces:R:3
Cs 1.019080 0.689865 -1.049131 2.2 -0.6 1.0
Te -2.402420 2.974865 0.134169 -0.5 1.1 0.4
Te 3.291880 4.256765 -2.998331 0.0 0.1 -0.4
S 0.852380 2.638365 3.980769 0.6 0.3 0.1
P -0.925820 -3.631635 -0.496731 0.0 -0.7 1.0
P 3.156380 3.599165 -0.766031 0.9 0.6 0.9
F 3.538980 -4.299035 5.955469 -0.1 0.1 -0.3
F 3.027280 -2.619235 7.198069 -0.1 0.2 -0.2
F 1.869680 -4.422835 7.305169 -0.3 0.1 -0.2
O 2.079680 2.638565 -0.370231 1.7 3.1 0.9
O 4.630480 3.050765 -0.354731 -0.4 0.4 -0.6
O -1.923020 -2.080935 -2.788131 -0.5 -0.4 -0.6
O -0.091820 -1.215435 -1.870331 -1.5 -2.3 -1.5
O 3.089280 4.887165 0.271769 0.7 -0.7 -0.6
N -1.727720 2.594465 4.438469 -0.4 -0.1 -0.3
N 1.269580 -2.853335 -3.972631 0.1 -0.2 0.0
N -4.324020 0.076365 -0.976931 -0.6 0.7 -1.1
N -4.819820 -0.856935 -3.002131 0.0 0.0 0.0
N 3.212280 -2.684635 -1.056831 -0.2 0.0 0.2
N -1.023020 1.246865 2.720569 -0.5 -0.4 0.4
N -3.339220 0.334065 1.235869 0.0 -0.4 0.6
N -0.113120 -2.006635 3.462169 0.2 -0.1 -0.1
N 5.368980 -1.407335 1.196169 0.1 0.0 -0.1
N -4.160020 -2.242535 -1.290631 -0.1 0.0 0.1
N 3.266680 -0.700035 1.263269 -0.6 0.1 -0.6
N -1.039020 1.295465 -2.556031 -1.1 -0.2 -0.7
N 2.824780 -1.266735 -3.829331 0.5 0.1 0.4
N -0.072320 0.652265 1.898569 0.1 -0.1 -0.2
C 1.868980 -0.859635 -4.726931 -0.7 -0.5 -0.1
C -4.092320 -4.677935 2.710069 -0.1 0.1 0.1
C -1.666420 2.560465 -4.529431 0.1 -0.1 0.4
C -2.215520 -4.117035 0.734469 0.1 0.1 -0.2
C 5.925680 -1.084835 3.639569 0.2 -0.1 0.0
C -2.799220 -6.026935 -3.264231 -0.1 0.0 0.0
C 5.138980 -1.044835 2.500969 -0.5 0.2 0.2
C 1.810780 5.388265 0.553269 -0.7 0.3 0.2
C -2.568920 -5.178635 -2.198031 0.1 0.0 0.0
C -0.597020 3.631365 -2.616231 -0.1 0.2 -0.1
C 0.713780 0.386665 -6.375231 0.0 0.2 -0.1
C -0.228520 -0.634835 -6.507731 0.0 -0.3 -0.2
C -4.374020 -0.980935 -1.727931 -0.4 -0.7 0.1
C 1.765080 0.300965 -5.484731 0.1 0.0 -0.1
C -1.118620 2.466265 -3.218031 -0.3 0.5 -0.7
C -1.898320 5.042965 0.548869 0.3 -0.2 -0.3
C -0.691020 2.135665 3.661769 0.1 -0.1 0.0
C 0.315280 -2.611235 5.731269 0.6 -0.2 -0.1
C -4.927020 5.360765 2.768869 -0.1 0.0 0.1
C -0.489820 -2.100435 4.732669 -0.1 0.1 0.0
C -0.585720 4.817865 -3.297131 0.0 -0.1 0.4
C -1.596220 3.786265 -5.217331 0.0 0.3 0.0
C -4.938720 6.716165 3.045169 -0.1 0.0 0.1
C 2.431780 -2.429935 -3.391331 0.0 0.0 -0.3
C 4.069880 -1.510135 -0.939931 0.0 0.2 0.0
C -2.259720 1.398965 -5.066431 0.0 -0.2 0.3
C -2.981020 5.633565 1.386269 -0.3 0.0 0.1
C 1.988180 -2.985635 4.044569 0.0 -0.2 0.8
C -3.814620 0.123965 0.200169 0.2 -0.2 0.5
C -0.167120 -1.777635 -5.735231 -0.1 -0.1 0.0
C -3.006420 6.996465 1.658769 0.0 0.1 0.0
C -3.965120 4.811365 1.928269 0.1 0.2 -0.1
C -1.485020 0.207865 -3.136131 -0.2 0.2 -0.1
C -1.151520 -1.142535 -2.526031 0.2 -0.4 0.0
C 4.791180 2.352465 0.863669 0.0 -0.3 0.6
C -3.982420 7.540365 2.473969 0.1 0.1 0.0
C 2.498780 -3.598935 6.435969 0.6 -0.3 0.7
C -3.634320 -3.382535 2.539769 -0.1 0.0 0.1
C -1.272120 -4.879835 -1.790631 0.1 0.3 -0.1
C -2.675720 -5.415635 0.917369 0.0 -0.1 0.1
C 4.035980 -0.165135 4.840469 -0.2 0.1 0.1
C -1.066220 4.893465 -4.611331 -0.1 -0.1 -0.3
C 0.878180 -1.864135 -4.833031 0.3 0.5 -0.3
C -3.987720 3.358565 1.582169 0.2 -0.4 -0.1
C 5.349780 3.223865 1.976869 -0.1 0.0 -0.3
C 3.802280 -0.582735 2.523369 0.8 -0.3 0.2
C 5.345080 -0.650835 4.814669 0.1 0.0 0.0
C -2.694220 -3.106535 1.561969 0.1 0.0 -0.1
C 1.585480 -3.073835 5.376669 -0.4 0.3 -0.6
C -0.215020 -5.461135 -2.484231 -0.1 -0.1 0.2
C 3.182380 -3.249835 -2.393331 -0.1 -0.1 0.0
C -3.606320 -5.693435 1.901469 0.0 -0.2 0.0
C -1.737920 -6.603335 -3.943231 0.0 -0.1 -0.1
C 3.243880 -0.121235 3.711069 0.2 0.0 -0.1
C 1.104780 -2.431335 3.136469 -0.2 0.1 0.0
C 0.426180 -4.575835 0.386369 -0.1 0.1 -0.2
C 1.606480 6.758665 -0.076331 0.2 -0.3 0.1
C 4.209380 -1.170335 0.503169 0.3 -0.1 0.2
C -2.172420 0.229965 -4.365131 -0.3 0.3 -0.3
C -0.442520 -6.323535 -3.542431 0.0 -0.1 -0.2
H -1.001520 5.831665 -5.142731 0.0 0.1 -0.1
H -4.008920 -2.581835 3.160169 0.0 0.1 0.1
H -0.014620 -2.647235 6.757369 -0.1 0.0 0.1
H -2.750220 1.441765 -6.032831 0.0 0.0 0.0
H -2.251720 7.635365 1.219069 0.1 0.0 0.0
H -1.024420 -0.535035 -7.233931 -0.1 0.1 0.0
H 0.688480 -3.622235 -3.676031 0.0 0.0 0.0
H 3.634980 0.183565 5.778969 -0.1 0.1 0.1
H -5.695520 7.132765 3.697369 0.0 0.0 0.0
H 1.061380 4.678665 0.186569 -0.1 0.1 0.1
H 4.691780 4.071165 2.144769 -0.1 0.1 0.1
H 1.811580 6.706865 -1.144031 0.0 0.0 -0.1
H -1.513920 3.423665 4.969169 0.1 -0.1 -0.1
H 6.337680 3.594765 1.710069 0.1 0.1 0.0
H -3.703920 -2.322335 -0.390431 0.0 0.0 -0.1
H 2.267280 -2.397535 -0.809131 0.0 -0.1 0.1
H -1.486120 -1.740535 4.952069 -0.1 0.0 0.1
H 4.216880 -3.378035 -2.733531 -0.2 0.0 0.0
H 0.611080 1.272165 -6.985931 0.0 0.1 0.0
H 6.236180 -1.756735 0.823769 -0.2 0.0 -0.1
H -3.953420 -6.708535 2.039769 0.0 -0.1 0.0
H -0.433120 0.614065 0.947269 -0.4 0.2 0.6
H 0.583480 7.090465 0.083369 -0.2 0.1 0.0
H -0.179720 5.700965 -2.827231 0.1 0.0 0.0
H 2.242780 0.280465 3.733969 -0.1 0.1 0.0
H 0.432780 -4.238535 1.419669 0.0 0.0 0.0
H 2.965880 -3.319435 3.736269 0.1 0.0 -0.1
H -0.958120 5.081965 1.098769 0.0 -0.1 0.0
H -1.921220 -7.271835 -4.772731 0.0 0.0 0.0
H 3.674580 -0.641035 -1.484631 0.3 -0.1 0.0
H -4.808620 0.077265 -3.377831 0.1 0.0 0.1
H 2.721880 -4.238835 -2.323331 0.1 0.0 -0.1
H -5.680020 4.715165 3.204069 -0.1 0.0 0.0
H -4.948920 3.088165 1.142669 0.1 -0.1 -0.1
H 1.398180 -4.358035 -0.048531 0.2 0.0 0.0
H -3.406820 -4.768735 -1.652631 -0.1 0.0 0.0
H 5.488980 1.532765 0.648769 -0.2 0.0 0.1
H -0.170420 3.557865 -1.626931 0.2 0.0 0.1
H 5.416580 2.634965 2.889869 0.0 -0.1 0.1
H 3.825280 1.937265 1.164969 0.1 -0.1 0.0
H 2.288380 7.478265 0.370769 0.0 0.1 0.0
H 1.391480 -2.292735 2.101369 0.1 0.0 0.0
H -2.581520 -0.695535 -4.738731 0.1 0.0 0.0
H -4.513220 -1.578335 -3.636231 0.0 0.1 0.0
H -1.955320 3.836065 -6.236431 -0.1 0.0 -0.1
H 5.918280 -0.675735 5.730869 0.0 0.0 0.0
H -2.300620 -6.214435 0.291569 0.0 -0.1 0.0
H -0.899120 -2.569335 -5.804531 -0.1 0.0 -0.1
H -2.313720 -2.099835 1.445069 0.0 0.1 0.0
H 0.800080 -5.258535 -2.170731 0.1 0.0 0.0
H 1.713780 5.439265 1.644369 -0.1 0.0 -0.1
H -2.660620 2.554765 4.051669 0.1 0.0 0.0
H 0.111380 -0.306435 2.191769 -0.3 0.2 0.1
H 0.242980 -5.648635 0.366069 0.0 -0.1 0.0
H -3.815720 -6.240235 -3.566231 -0.1 0.0 0.0
H -3.758120 -2.861135 -1.984631 0.1 0.2 0.1
H 5.050680 -1.768135 -1.354931 -0.1 0.2 0.0
H -3.998120 8.604765 2.666469 0.0 0.0 0.0
H -4.831320 -4.900335 3.466569 0.0 0.0 0.1
H -1.996020 0.959465 2.591469 0.3 0.1 0.0
H 6.941380 -1.449935 3.607469 0.1 0.0 0.1
H 0.392580 -6.778735 -4.058231 0.1 0.0 0.0
H -3.864120 2.740565 2.473169 0.0 -0.1 -0.1
H -1.768520 5.611665 -0.370731 0.0 -0.1 -0.1
H 2.489380 1.098265 -5.398731 0.1 0.0 0.1
```
Positions in Å, forces in eV/Å.

Mulliken atomic charge list, values in e, 99 entries: Cs 2.29; Te 0.32; Te -0.52; S -0.35; P 2.71; P 0.05; F -0.29; F -0.24; F -0.28; O -0.21; O -0.41; O -0.63; O 0.20; O -0.35; N -0.47; N 0.07; N -0.58; N -0.44; N 0.01; N -0.25; N -0.81; N 0.12; N -0.05; N -0.21; N 0.64; N 0.10; N -0.62; N 1.45; C 0.30; C -0.84; C 1.23; C 0.10; C -1.08; C -1.05; C 0.39; C 0.84; C -0.87; C 0.50; C -0.61; C -0.57; C 0.63; C -0.80; C -1.12; C -0.84; C 0.29; C -1.06; C -0.73; C -0.72; C -0.98; C -0.87; C -0.61; C 0.82; C -0.39; C -1.19; C 0.51; C -0.86; C 0.52; C -0.26; C -0.68; C 0.52; C 0.09; C -0.20; C 0.66; C -0.59; C 0.81; C -0.95; C 1.00; C -0.69; C -0.81; C -0.93; C 0.38; C -1.14; C -1.42; C 0.53; C -0.83; C -1.26; C 0.19; C -1.39; C -1.44; C -0.71; C -0.78; C 0.10; C -0.57; C -1.82; C -0.99; C -0.37; C -1.01; C 0.01; H 0.41; H 0.59; H 0.46; H 0.41; H 0.44; H 0.38; H -0.08; H 0.55; H 0.38; H -0.78; H 0.25

3.
A cluster of 2 separate species, C5H8F2O in total. Source: OMol25; level of theory: the ωB97M-V functional and the def2-TZVPD basis.

The calculation puts the gap between HOMO and LUMO at 9.189 eV. The energy relative to the best compared isomer or geometry (same formula, charge and spin) is 82.6 kcal per mole. The value obtained for the total energy is -470.13922 hartree. The value obtained for the lowest unoccupied orbital energy is 0.095 eV. The HOMO energy comes out at -9.093 eV. Its net charge is 0.

Structure (XYZ):
```
16
Properties=species:S:1:pos:R:3:forces:R:3
F -2.002686 -3.051519 0.823777 -0.1 0.2 -0.3
F -2.745129 -2.202000 -0.934040 0.2 0.0 0.7
O -1.290869 0.585939 -1.868659 -0.3 -1.0 -0.6
C -1.182416 -0.167630 0.897182 -1.0 2.0 -1.1
C 1.293028 -0.186957 0.774135 -1.9 0.7 0.2
C -0.062493 0.072070 0.202336 -1.7 0.5 0.1
C -2.755242 -2.063908 0.394099 -0.3 -0.7 -0.6
C -0.070651 0.641504 -1.188273 -1.4 1.2 1.3
H -1.432687 -0.333051 -2.118065 -0.4 0.0 0.0
H 0.745552 0.153059 -1.635999 1.1 -0.4 -1.5
H 0.030548 1.715323 -1.183848 1.1 0.5 0.4
H 1.956566 0.500485 0.246274 0.6 -0.5 0.5
H 1.094726 0.055167 1.827913 1.2 -0.3 -0.2
H -2.162268 0.360611 0.705337 1.2 -1.0 -0.4
H 1.393292 -1.234681 0.592366 1.3 -0.7 0.1
H -1.163698 -0.665795 1.821039 0.3 -0.4 1.3
```
Positions in Å, forces in eV/Å.

For reference, the Mulliken charges in units of e are: F -0.11; F -0.13; O -0.50; C -1.51; C -1.29; C 1.22; C 0.16; C -0.73; H 0.29; H 0.46; H 0.27; H 0.38; H 0.35; H 0.38; H 0.31; H 0.44

no.,molar mass (g mol⁻¹)
1,164.97
2,1601.39
3,122.11